The molecule C5H6O, computed with the ωB97M-V functional and the def2-TZVPD basis.

```
12
Properties=species:S:1:pos:R:3:forces:R:3
C 0.8544 0.1599 1.1713 0.006 -0.080 0.016
C 0.6668 1.1115 0.0279 -0.074 -0.028 -0.180
C 0.1854 0.8739 -1.1850 0.138 0.300 0.228
O -0.2810 -0.3458 -1.6814 -0.145 -0.269 0.123
C -1.0601 -1.0846 -0.9349 -0.252 -0.243 0.245
C -1.7895 -1.8082 -0.3101 0.282 0.305 -0.267
H 0.2387 0.4574 2.0282 0.075 -0.035 -0.128
H 0.5980 -0.8683 0.9130 0.049 0.157 0.029
H 1.8995 0.1842 1.5003 -0.144 0.009 -0.045
H 0.9812 2.1406 0.1918 -0.051 -0.129 -0.056
H 0.1459 1.6218 -1.9689 0.010 -0.091 0.129
H -2.4391 -2.4425 0.2479 0.106 0.104 -0.094
```
Forces are in eV/Å.

Values from the calculation:
Highest occupied orbital energy: -9.1 eV
HOMO-LUMO gap: 10.09 eV
E_LUMO: 0.99 eV
Net charge: 0
SMILES: C#CO/C=C\C
Max |F|: 0.5 eV/A

***

A structure of composition C34H56O32S5 at a distorted geometry, computed with the ωB97M-V functional and the def2-TZVPD basis.

```
127
Properties=species:S:1:pos:R:3:forces:R:3
O 3.5280 3.0573 6.3335 0.078 -0.308 -0.091
C 3.3562 3.1933 5.1570 0.005 1.177 0.363
O 2.2297 2.7888 4.5565 -1.651 -1.035 0.002
C 2.1608 2.9924 3.1439 3.333 1.662 0.072
C 3.6405 3.4385 2.8538 0.880 -0.987 -1.856
C 4.2249 3.9292 4.1621 -0.693 -0.113 -0.367
H 1.6381 3.9102 2.8783 -1.069 -0.512 0.279
H 1.9345 2.1079 2.5598 -0.519 0.048 0.499
H 3.6968 4.1143 1.9953 -0.228 0.503 0.427
H 4.2668 2.6380 2.4414 -0.275 -0.376 0.440
H 4.0520 5.0057 4.2050 0.098 -0.001 0.622
H 5.2603 3.6947 4.3816 0.131 0.107 -0.303
O 0.5295 -3.1202 7.6015 -0.121 -0.534 0.477
C 0.9771 -2.0912 7.2035 -0.467 0.124 -0.431
O 2.0741 -1.5201 7.7300 0.105 0.517 0.357
C 2.5414 -0.4202 6.9171 0.461 -0.817 -0.609
C 1.4524 -0.1475 5.8893 -1.133 1.813 0.405
C 0.4369 -1.2701 6.0632 0.874 -0.418 -1.784
H 3.4327 -0.8322 6.4353 0.075 0.283 -0.086
H 2.8493 0.4482 7.4912 -0.273 -0.133 0.387
H 1.8515 0.0445 4.8961 0.000 -0.693 -0.145
H 0.9325 0.7988 6.0771 0.305 0.039 0.395
H 0.4666 -1.8258 5.1171 0.052 -0.615 0.410
H -0.6249 -1.0500 6.1293 0.108 0.468 0.582
O -4.5976 3.8793 3.8795 0.780 0.011 -0.040
C -3.4188 4.1284 3.8952 -1.244 0.231 -0.309
O -2.4888 3.1859 4.1852 -0.019 -0.017 0.575
C -1.1837 3.7675 4.2435 0.544 0.198 -0.435
C -1.4305 5.2610 4.3628 0.883 1.087 -0.760
C -2.7653 5.4831 3.6378 1.002 -0.614 0.640
H -0.6540 3.4256 3.3482 -0.166 0.445 -0.236
H -0.5234 3.4493 5.0527 -0.758 -0.560 0.372
H -0.6500 5.8385 3.8563 0.083 -0.154 0.032
H -1.3753 5.6004 5.3968 -0.499 -0.197 0.101
H -2.5181 5.6497 2.5885 -0.391 -0.305 -0.139
H -3.3422 6.3333 3.9813 -0.245 -0.169 0.151
O -6.1881 -3.6416 1.6122 -0.754 0.035 0.511
C -5.1021 -3.3722 1.2146 0.315 -0.443 -0.935
O -4.0228 -3.3113 2.0107 0.447 0.067 0.413
C -2.8155 -2.9726 1.2891 -0.867 0.897 -0.236
C -3.3117 -2.5538 -0.0992 0.084 -0.308 -0.665
C -4.6797 -3.2185 -0.2418 0.813 0.411 0.968
H -2.1275 -3.8080 1.3160 -0.009 -0.075 0.047
H -2.4097 -2.0745 1.7495 0.339 -0.342 0.390
H -2.6537 -2.8680 -0.9114 0.205 0.144 0.139
H -3.4217 -1.4702 -0.1293 0.057 0.027 -0.056
H -4.5595 -4.2409 -0.6035 -0.347 0.102 -0.392
H -5.3679 -2.5992 -0.8027 -0.283 -0.384 -0.174
O 5.4646 1.8181 -0.1341 -0.130 0.801 -0.176
C 4.9218 0.7619 -0.0774 0.456 -1.388 0.627
O 5.0632 -0.1765 -1.0499 0.282 0.055 -0.260
C 4.5736 -1.4505 -0.6213 -0.105 -0.599 0.611
C 3.5527 -1.1132 0.4691 -1.099 -0.591 -0.766
C 4.1165 0.1508 1.0610 -0.250 0.443 -0.031
H 5.3684 -2.0983 -0.2300 0.276 0.427 -0.153
H 4.1385 -1.9615 -1.4781 -0.074 0.144 -0.021
H 3.3167 -1.8734 1.2104 0.496 -0.223 -0.055
H 2.6120 -1.0458 -0.0918 -0.109 0.782 0.404
H 4.7454 -0.1203 1.9125 0.336 0.266 -0.168
H 3.4247 0.9067 1.4221 -0.280 -0.215 -0.043
O 1.7926 -1.0559 -3.9999 0.160 0.543 0.422
C 2.2719 -2.0390 -4.4743 -0.862 -0.075 -0.425
O 2.2245 -3.2260 -3.8125 0.139 -0.693 -0.270
C 2.7320 -4.2935 -4.6535 0.498 1.598 -1.564
C 2.6672 -3.7117 -6.0683 1.152 -0.351 -1.507
C 2.8079 -2.2057 -5.8904 -0.685 -0.156 0.121
H 2.1610 -5.2144 -4.6718 0.015 -0.029 1.020
H 3.8090 -4.3599 -4.4864 -0.238 -0.764 0.699
H 1.7987 -3.9602 -6.6847 -0.440 0.130 0.691
H 3.4606 -4.1432 -6.6932 0.149 0.112 0.326
H 2.1664 -1.7080 -6.6161 -0.174 0.303 0.350
H 3.7667 -1.6956 -5.9966 0.287 -0.589 0.165
C -5.1067 2.8115 -4.1029 0.497 0.840 -1.664
C -4.3618 1.7324 -4.9066 -1.065 -0.715 1.364
O -3.6891 0.9853 -3.8851 0.396 0.028 0.075
S -3.3879 1.8411 -2.5545 0.630 -0.337 -1.558
O -2.0307 2.2594 -2.5903 0.095 0.579 -0.083
O -3.8047 1.0601 -1.4654 -0.781 -0.155 0.791
O -4.3412 3.0570 -2.9419 0.416 -0.239 0.968
H -6.1466 2.6086 -3.8766 0.007 -0.261 0.203
H -5.0118 3.6995 -4.7299 -0.505 0.293 0.386
H -3.6932 2.1329 -5.6617 0.195 -0.081 0.080
H -5.0952 1.0258 -5.2875 0.161 0.121 -0.591
C 0.2058 1.4990 -0.6528 0.382 0.371 2.396
C -0.2508 0.0820 -0.9265 0.837 -0.097 -2.586
O -0.2999 -0.6319 0.2944 -0.530 -0.064 0.009
S 0.0072 0.3479 1.5219 -0.455 -0.468 -1.448
O 0.7401 -0.3985 2.4650 0.824 0.086 0.432
O -1.1811 1.0148 1.9050 -0.166 0.417 0.108
O 0.9219 1.3109 0.6401 0.422 -0.288 0.729
H -0.5158 2.2398 -0.3121 -0.442 0.046 -1.190
H 1.0151 1.8509 -1.2812 -0.441 0.149 -0.497
H 0.4949 -0.3342 -1.6213 0.408 -0.502 0.849
H -1.0919 -0.0087 -1.6144 -0.881 0.217 1.063
C 1.9231 5.1058 -0.9298 -0.812 -1.027 0.932
C 0.9347 5.5410 -2.0139 1.216 -1.315 -0.155
O 0.0234 6.3871 -1.3585 -0.536 0.799 -0.422
S -0.3851 5.6935 0.0101 0.641 -0.223 0.038
O -1.3135 4.6426 -0.1814 -0.072 -0.491 -0.419
O -0.7007 6.6850 0.9591 0.254 0.582 0.346
O 1.0708 5.0843 0.2547 -0.149 0.057 0.565
H 2.8105 5.6668 -0.6530 -0.143 0.480 -0.452
H 2.1899 4.0586 -1.0733 0.322 0.124 -0.208
H 0.4340 4.6214 -2.3280 -0.255 0.158 -0.174
H 1.4561 5.9464 -2.8742 -0.428 0.736 0.047
C -0.6284 -6.3191 -0.9044 -2.069 0.113 0.214
C 0.6856 -6.2831 -1.6500 0.290 0.060 0.551
O 1.4077 -5.2386 -0.9826 0.275 0.334 -0.333
S 0.4171 -4.0658 -0.5774 -0.401 0.404 -0.433
O 0.0443 -3.2211 -1.6565 -0.004 -0.188 -0.766
O 0.9568 -3.4248 0.5519 0.145 -0.304 1.032
O -0.8339 -5.0113 -0.2934 0.847 -0.281 0.262
H -0.8044 -7.0771 -0.1416 0.835 0.099 0.243
H -1.4961 -6.4308 -1.5411 0.023 -0.066 -0.622
H 0.5634 -6.0445 -2.7051 0.027 -0.029 0.000
H 1.2720 -7.1805 -1.4824 -0.037 -0.092 -0.275
C -2.9325 -2.1044 -4.3412 0.468 -0.058 -1.274
C -1.9780 -2.8742 -5.2590 -0.041 0.207 0.276
O -2.0486 -4.2161 -4.7267 0.100 -0.347 -0.259
S -3.6162 -4.5047 -4.6098 -0.288 1.033 1.674
O -3.9058 -5.3628 -3.5278 0.428 -0.838 0.098
O -4.1969 -4.7327 -5.8777 0.107 0.201 -0.549
O -3.9625 -3.0330 -4.0328 -0.295 -0.248 -0.526
H -3.3079 -1.2752 -4.9394 -0.265 0.180 0.548
H -2.4170 -1.7971 -3.4339 -0.222 0.090 0.096
H -0.9870 -2.4327 -5.1963 0.239 -0.556 0.106
H -2.3089 -2.9293 -6.2963 -0.049 0.250 0.000
```
Forces are in eV/Å.

Values from the calculation:
Highest occupied orbital energy: -9.4 eV
HOMO-LUMO gap: 9.09 eV
E_LUMO: -0.34 eV
Net charge: 0
Max |F|: 3.7 eV/A

***

A cluster of 2 separate species, C4H5NO in total at a distorted geometry, computed with the ωB97M-V functional and the def2-TZVPD basis.

```
11
Properties=species:S:1:pos:R:3:forces:R:3
C 0.9031 -0.1211 0.8463 1.465 -1.802 0.930
C -1.6525 -0.0474 -1.1074 -2.004 -1.177 2.627
C -2.3618 -0.4357 -0.2241 -0.549 0.263 -0.377
C 1.8193 0.0877 -0.1383 -3.406 2.018 0.546
N 0.5687 -0.4368 1.9956 1.162 1.565 -0.891
O 1.6200 1.1227 -1.0837 1.017 -1.318 -0.224
H -1.0391 0.2749 -1.8198 2.243 1.057 -2.445
H -0.2284 -0.9293 2.3558 -0.550 -0.230 -0.817
H -3.1873 -0.6757 0.4073 0.302 -0.146 0.185
H 2.4059 -0.6894 -0.5221 0.765 -0.966 -0.201
H 1.1520 1.8502 -0.7096 -0.444 0.736 0.667
```
Forces are in eV/Å.

Values from the calculation:
Highest occupied orbital energy: -8.0 eV
HOMO-LUMO gap: 8.55 eV
E_LUMO: 0.51 eV
Net charge: 0
SMILES: N=C=CO.C#C
Max |F|: 4.0 eV/A

***

A structure of composition BrH18O9 at a distorted geometry, computed with the ωB97M-V functional and the def2-TZVPD basis.

```
28
Properties=species:S:1:pos:R:3:forces:R:3
Br -8.0357 13.6772 12.5363 -5.135 -3.703 -0.854
O -6.3814 13.6386 10.6434 2.456 -0.534 -2.614
H -7.1228 13.9009 11.1890 1.163 -0.088 -2.254
H -6.2280 12.7217 10.8717 0.014 -0.320 -0.034
O -9.6402 15.0910 10.5718 -1.727 0.281 -1.281
H -10.4152 15.2261 11.1171 -0.258 0.066 0.075
H -9.0915 14.4924 11.0786 -0.537 -1.147 -0.143
O -8.8893 15.6009 14.2693 -1.287 2.779 0.885
H -9.7661 15.8381 13.9674 -0.050 0.414 -0.036
H -8.5770 14.9662 13.6244 -0.397 1.025 0.623
O -6.6464 11.3664 13.3267 0.738 -1.419 0.288
H -5.7455 11.5338 13.6035 0.229 -0.052 0.169
H -6.9636 12.2144 13.0161 0.423 -0.174 0.002
O -7.6973 13.8512 15.1182 1.644 -1.157 2.817
H -7.6037 13.5358 14.2194 0.256 -0.468 1.720
H -8.5878 13.6044 15.3677 -0.233 0.129 0.058
O -10.6591 13.6528 13.7646 -1.579 -0.409 0.461
H -9.9600 13.3159 13.2043 -0.093 -0.305 -0.028
H -10.9189 14.4778 13.3544 -0.124 0.038 0.029
O -7.4010 15.9447 11.3186 0.103 1.428 -0.875
H -8.2754 15.5812 11.1784 0.487 1.719 -0.399
H -6.9735 15.3215 11.9061 0.371 2.622 -1.958
O -9.3625 11.2748 12.0431 -0.865 -1.367 -0.217
H -9.8039 11.8605 11.4280 -0.054 0.090 -0.190
H -8.6792 11.8146 12.4404 -0.098 -0.637 -0.086
O -6.0309 15.2807 13.1317 3.092 1.389 1.637
H -6.7447 14.6950 12.8793 1.388 -0.116 1.900
H -5.5808 14.8194 13.8394 0.073 -0.086 0.304
```
Forces are in eV/Å.

Values from the calculation:
Highest occupied orbital energy: -6.4 eV
HOMO-LUMO gap: 9.26 eV
E_LUMO: 2.85 eV
Net charge: -1
Max |F|: 6.4 eV/A

***

A cluster of 3 separate species, C20H44F3N8O2P2 in total at a distorted geometry, computed with the ωB97M-V functional and the def2-TZVPD basis.

```
79
Properties=species:S:1:pos:R:3:forces:R:3
F -1.9983 6.1832 0.8431 -0.653 0.306 0.096
C -2.3330 5.9801 -0.4413 1.287 -0.720 -0.985
F -1.5698 6.8895 -1.1378 -0.280 0.102 0.018
F -3.6086 6.3494 -0.6639 -0.099 0.035 0.550
C -2.0024 4.5573 -0.9046 -0.292 0.300 0.729
C -1.9943 3.5625 0.2819 0.129 -1.115 0.818
N -1.9448 2.1536 -0.1160 -0.355 0.687 -1.499
C -0.9581 1.9664 -1.0590 -1.629 0.073 2.599
C -1.3754 1.5700 -2.3580 0.705 -0.558 -1.038
C -0.4504 1.3975 -3.3726 0.107 0.353 1.201
C 0.8854 1.6496 -3.0041 -0.198 -0.359 -1.024
C 1.1717 1.9932 -1.7050 1.329 0.539 0.701
N 0.3364 2.1725 -0.6705 -0.269 -0.387 -2.276
H -1.0421 4.6396 -1.4194 -0.097 -0.284 0.039
H -2.7777 4.1997 -1.5905 0.188 0.237 -0.092
H -2.9460 3.7106 0.8153 0.237 -0.002 0.064
H -1.1922 3.7616 1.0150 -0.065 0.604 -0.288
H -2.4322 1.4292 -2.5506 0.037 0.083 0.292
H -0.7414 1.1172 -4.3804 0.084 0.036 0.057
H 1.6804 1.5697 -3.7393 0.015 -0.064 0.196
H 2.2312 2.1733 -1.4752 -0.185 -0.060 -0.002
O -2.9312 2.6523 3.4931 3.404 -0.660 -0.881
P -2.7426 1.4101 4.3175 -5.806 0.146 2.619
N -3.9890 0.4721 3.5984 -0.036 -0.141 -0.929
C -4.9766 -0.3464 4.2577 0.306 -0.298 0.488
C -3.8100 0.1443 2.1797 0.172 0.531 -0.258
N -3.2037 2.1262 5.8423 0.152 0.163 0.737
C -4.5490 2.0214 6.3609 -0.049 -0.465 -0.033
C -2.7210 3.4900 6.0285 0.077 0.057 -0.301
N -2.0780 0.0578 5.1703 1.763 0.559 -1.320
C -1.4418 -0.9834 4.3677 -0.250 -0.105 -0.280
C -1.9921 -0.1638 6.5997 0.502 0.281 0.445
H -4.5471 -1.0793 4.9586 -0.021 0.037 0.103
H -5.5543 -0.9202 3.5323 0.236 0.035 -0.191
H -5.7125 0.2596 4.7899 0.076 -0.028 0.125
H -3.2365 -0.7841 2.0459 -0.090 -0.028 -0.038
H -3.2839 0.9427 1.6429 0.103 -0.070 0.064
H -4.7721 0.0263 1.6763 -0.069 -0.001 0.130
H -5.2973 2.4443 5.6747 -0.087 -0.026 0.063
H -4.6288 2.5440 7.3187 0.135 0.155 -0.081
H -4.8075 0.9851 6.5874 -0.063 -0.022 -0.172
H -3.3499 4.2249 5.5116 0.089 0.050 -0.039
H -1.7036 3.5977 5.6533 -0.054 0.031 -0.070
H -2.7036 3.7418 7.0941 -0.078 -0.154 0.045
H -2.1214 -1.8301 4.2125 0.039 -0.033 0.007
H -0.5294 -1.3596 4.8356 -0.018 0.098 0.080
H -1.1531 -0.5978 3.3895 -0.099 -0.037 -0.049
H -2.9201 -0.5982 6.9860 -0.054 0.100 -0.006
H -1.7669 0.7426 7.1537 -0.230 0.062 -0.060
H -1.1843 -0.8621 6.8441 -0.023 -0.083 -0.290
O 2.6206 -1.3033 -4.4381 -3.603 -1.332 1.412
P 3.0914 -2.6750 -3.9863 6.777 1.581 -2.707
N 4.4035 -1.9981 -3.0725 0.068 0.764 1.006
C 5.7902 -2.3996 -3.0721 -0.050 -0.613 0.056
C 4.0351 -1.2096 -1.8997 -0.284 0.331 -0.194
N 3.5686 -3.2168 -5.5721 -0.396 -0.809 -0.563
C 4.9024 -2.9971 -6.0863 0.280 -0.129 0.397
C 2.5950 -2.9223 -6.6185 -0.169 0.230 0.153
N 3.4943 -4.2318 -3.3282 -2.262 -0.151 0.483
C 3.2371 -4.4405 -1.9059 0.170 0.271 0.183
C 3.9906 -5.4082 -4.0145 -0.577 -0.607 -0.356
H 5.9404 -3.4717 -2.8766 0.056 -0.051 -0.085
H 6.3505 -1.8683 -2.3018 -0.245 0.038 0.136
H 6.2839 -2.1404 -4.0101 -0.020 -0.135 -0.059
H 3.9293 -1.8341 -1.0014 0.086 0.070 0.072
H 3.0895 -0.6865 -2.0578 -0.007 -0.093 -0.091
H 4.7775 -0.4363 -1.6897 0.061 -0.044 -0.053
H 5.1683 -1.9308 -6.1191 0.084 -0.019 -0.024
H 4.9901 -3.4035 -7.0976 -0.227 0.060 -0.033
H 5.6477 -3.5402 -5.5031 0.021 0.150 0.113
H 2.6663 -1.8854 -6.9680 -0.098 0.009 0.013
H 1.5780 -3.0866 -6.2619 0.005 0.079 0.007
H 2.7498 -3.5848 -7.4754 0.128 -0.070 0.076
H 4.1556 -4.3177 -1.3200 -0.005 -0.042 0.008
H 2.8348 -5.4351 -1.7053 -0.008 -0.011 -0.129
H 2.5010 -3.7276 -1.5348 0.098 0.060 0.041
H 5.0785 -5.3647 -4.1254 -0.013 0.122 -0.061
H 3.5385 -5.5471 -4.9921 0.140 0.217 -0.071
H 3.7602 -6.3212 -3.4556 -0.031 0.166 0.212
```
Forces are in eV/Å.

Values from the calculation:
Highest occupied orbital energy: -2.2 eV
HOMO-LUMO gap: 3.53 eV
E_LUMO: 1.30 eV
Net charge: -1
Max |F|: 7.5 eV/A

***

A structure of composition C2H4Br2 at a distorted geometry, computed with the ωB97M-V functional and the def2-TZVPD basis.

```
8
Properties=species:S:1:pos:R:3:forces:R:3
C 0.2202 0.0629 -0.2259 3.405 0.939 -0.887
C -0.5301 1.0307 0.5537 2.845 3.063 -1.617
Br -1.5035 2.3321 -0.4445 0.228 -0.359 0.446
Br 1.3448 2.2063 1.6350 -2.151 -1.148 -0.882
H 0.9731 -0.3922 0.3882 -0.104 -0.735 0.782
H -0.3945 -0.6313 -0.6583 -1.876 -2.040 -0.835
H 0.9053 0.3625 -1.0647 -1.086 0.812 0.643
H -1.0948 0.6154 1.2944 -1.262 -0.533 2.349
```
Forces are in eV/Å.

Values from the calculation:
Highest occupied orbital energy: -9.9 eV
HOMO-LUMO gap: 8.76 eV
E_LUMO: -1.16 eV
Net charge: 0
Max |F|: 4.5 eV/A

***

> What is the highest occupied orbital energy in the fifth record?

-2.2 eV

***

> E_LUMO of number 3 (C4H5NO)?

0.51 eV

***

Repeat the third record exactly.
A cluster of 2 separate species, C4H5NO in total at a distorted geometry, computed with the ωB97M-V functional and the def2-TZVPD basis.

```
11
Properties=species:S:1:pos:R:3:forces:R:3
C 0.9031 -0.1211 0.8463 1.465 -1.802 0.930
C -1.6525 -0.0474 -1.1074 -2.004 -1.177 2.627
C -2.3618 -0.4357 -0.2241 -0.549 0.263 -0.377
C 1.8193 0.0877 -0.1383 -3.406 2.018 0.546
N 0.5687 -0.4368 1.9956 1.162 1.565 -0.891
O 1.6200 1.1227 -1.0837 1.017 -1.318 -0.224
H -1.0391 0.2749 -1.8198 2.243 1.057 -2.445
H -0.2284 -0.9293 2.3558 -0.550 -0.230 -0.817
H -3.1873 -0.6757 0.4073 0.302 -0.146 0.185
H 2.4059 -0.6894 -0.5221 0.765 -0.966 -0.201
H 1.1520 1.8502 -0.7096 -0.444 0.736 0.667
```
Forces are in eV/Å.

Values from the calculation:
Highest occupied orbital energy: -8.0 eV
HOMO-LUMO gap: 8.55 eV
E_LUMO: 0.51 eV
Net charge: 0
SMILES: N=C=CO.C#C
Max |F|: 4.0 eV/A

***

> Which formula does entry 3 have?

C4H5NO